{"formula": "C49H38CsN7O2SSi", "method": "ωB97M-V/def2-TZVPD", "charge": -2, "total_energy_ha": -3131.7303, "e_lumo_ev": 3.514, "elements": ["Cs", "C", "C", "N", "C", "C", "C", "C", "C", "C", "C", "N", "C", "C", "C", "C", "C", "C", "C", "C", "N", "C", "H", "H", "H", "H", "H", "H", "H", "H", "H", "H", "H", "H", "C", "N", "C", "C", "N", "C", "S", "C", "C", "C", "C", "C", "N", "H", "H", "H", "H", "H", "H", "H", "H", "H", "O", "C", "O", "C", "C", "C", "C", "C", "C", "C", "C", "C", "N", "H", "H", "H", "H", "H", "H", "C", "C", "C", "C", "C", "C", "Si", "C", "C", "C", "C", "C", "C", "H", "H", "H", "H", "H", "H", "H", "H", "H", "H", "H"], "positions_angstrom": [[0.515580, -1.586335, -0.439608], [-4.311286, 0.660974, 0.464145], [-2.987563, 0.294824, 0.159329], [-2.152566, -0.183736, 1.047078], [-2.569952, -0.355903, 2.319331], [-3.895845, -0.035690, 2.729761], [-4.757958, 0.497421, 1.744415], [-4.306989, -0.260090, 4.061298], [-3.415701, -0.811223, 4.952178], [-2.106990, -1.117459, 4.580594], [-1.622106, -0.885388, 3.282096], [-0.394667, -1.207342, 2.856323], [0.718094, -1.151864, 3.582217], [0.902752, -0.340615, 4.723562], [2.116962, -0.269432, 5.396078], [3.230152, -0.952716, 4.957949], [3.127445, -1.751284, 3.802511], [4.229062, -2.450528, 3.259812], [4.054565, -3.272429, 2.179720], [2.767080, -3.393890, 1.629780], [1.731336, -2.721705, 2.069433], [1.880371, -1.897423, 3.126137], [-4.941332, 1.083441, -0.308610], [-2.596128, 0.427385, -0.845962], [-5.768650, 0.775514, 2.026965], [-5.319938, -0.008656, 4.357577], [-3.737009, -1.014086, 5.969453], [-1.436448, -1.564593, 5.304318], [0.062108, 0.251571, 5.062522], [2.194306, 0.365442, 6.274229], [4.183228, -0.867391, 5.468089], [5.209066, -2.322542, 3.707950], [4.879093, -3.831622, 1.755276], [2.594316, -4.071572, 0.797121], [-3.079402, -6.907765, -2.356776], [-3.298078, -5.725926, -3.151813], [-3.682515, -5.680721, -4.476663], [-3.706783, -4.392663, -4.849541], [-3.318421, -3.627603, -3.754288], [-3.079272, -4.452206, -2.673711], [-2.759620, -4.074259, -1.092428], [-3.043064, -2.242105, -3.842554], [-3.908298, -1.420957, -4.557505], [-3.573302, -0.085033, -4.701010], [-2.396598, 0.377028, -4.130805], [-1.618610, -0.526647, -3.422861], [-1.927057, -1.811277, -3.280747], [-3.694537, -7.722496, -2.736052], [-3.347278, -6.671875, -1.328346], [-2.027031, -7.197646, -2.371946], [-3.914452, -6.567253, -5.039903], [-3.928266, -3.948526, -5.802457], [-4.828760, -1.823319, -4.961665], [-4.225311, 0.587497, -5.243649], [-2.093934, 1.411624, -4.210059], [-0.682926, -0.214565, -2.977709], [3.607747, -2.683896, -2.271180], [3.051270, -1.617446, -1.945648], [1.992661, -1.124579, -2.388343], [3.750206, -0.825865, -0.831613], [5.163591, -0.817278, -0.771401], [5.784508, -0.136620, 0.232240], [5.003399, 0.531694, 1.201714], [5.557790, 1.258252, 2.277617], [4.743984, 1.898190, 3.170819], [3.345211, 1.840168, 3.024477], [2.778696, 1.130711, 2.003785], [3.592918, 0.458046, 1.065846], [2.996695, -0.211900, 0.047454], [5.715327, -1.357269, -1.528197], [6.866915, -0.096922, 0.303401], [6.637988, 1.315921, 2.369442], [5.172483, 2.452979, 3.997730], [2.712651, 2.359403, 3.731511], [1.704199, 1.078955, 1.876348], [3.783144, 4.368298, -3.091462], [3.560635, 3.001738, -2.972654], [2.398460, 2.529122, -2.378534], [1.433501, 3.403230, -1.862415], [1.675304, 4.775379, -2.003071], [2.828781, 5.255845, -2.609755], [-0.047344, 2.626297, -0.948622], [-1.466353, 3.858670, -0.806713], [-2.352028, 3.748166, 0.281714], [-3.509744, 4.499348, 0.371012], [-3.839181, 5.408662, -0.632339], [-2.984410, 5.540837, -1.720576], [-1.828190, 4.779844, -1.806090], [4.694173, 4.738060, -3.550379], [4.295063, 2.294707, -3.344330], [2.234717, 1.457019, -2.304468], [0.951051, 5.482607, -1.609647], [3.000371, 6.325900, -2.683185], [0.476277, 2.558004, 0.452806], [-2.110909, 3.046483, 1.074218], [-4.164824, 4.379896, 1.228063], [-4.743125, 6.004223, -0.564104], [-3.223682, 6.253401, -2.505200], [-1.180802, 4.897354, -2.670853]], "forces_ev_per_a": [[-2.61, -0.36, 1.52], [-0.14, 0.07, 0.06], [0.15, -0.05, 0.06], [-0.01, 0.01, -0.26], [-0.32, 0.04, 0.22], [0.28, -0.06, -0.20], [0.05, 0.01, -0.07], [-0.08, -0.04, 0.25], [-0.23, 0.10, -0.14], [0.15, 0.03, -0.10], [0.00, -0.09, 0.39], [0.24, -0.17, -0.58], [-0.32, 0.27, 0.26], [-0.14, -0.13, -0.03], [0.21, -0.06, -0.10], [0.06, 0.16, 0.23], [-0.18, -0.16, -0.17], [-0.04, -0.11, -0.13], [0.13, 0.02, 0.15], [-0.02, 0.00, 0.06], [0.15, -0.29, 0.05], [0.28, 0.11, 0.34], [-0.01, -0.01, 0.00], [0.00, 0.06, 0.01], [-0.01, -0.01, -0.01], [0.01, -0.01, -0.01], [0.02, 0.00, 0.01], [0.00, 0.03, -0.01], [0.04, -0.02, 0.04], [0.00, 0.01, -0.01], [0.00, 0.00, -0.03], [-0.01, 0.00, 0.04], [0.01, 0.05, -0.04], [0.04, 0.08, -0.07], [-0.02, -0.02, 0.07], [0.09, 0.36, -0.06], [-0.08, -0.09, -0.07], [0.06, 0.06, -0.08], [0.05, -0.56, 0.00], [-0.21, -0.15, 0.20], [0.11, 0.11, -0.05], [0.09, 0.72, 0.04], [-0.16, -0.27, 0.09], [0.22, 0.09, 0.07], [-0.30, -0.01, -0.07], [0.32, 0.02, 0.01], [-0.13, -0.33, -0.17], [-0.01, 0.02, -0.03], [-0.03, -0.05, 0.00], [-0.01, 0.00, -0.01], [0.03, 0.00, 0.02], [0.03, 0.02, 0.02], [0.00, 0.03, -0.01], [-0.02, -0.01, -0.01], [0.06, -0.01, 0.08], [0.05, 0.18, 0.08], [0.06, 0.00, 0.13], [0.64, -0.07, -0.58], [0.98, 0.39, -1.30], [-0.10, 0.02, 0.08], [0.28, 0.02, 0.08], [-0.10, -0.05, -0.12], [-0.24, -0.06, -0.05], [0.03, 0.09, 0.08], [0.16, 0.00, -0.02], [-0.13, -0.04, -0.05], [-0.13, 0.08, 0.04], [0.41, 0.17, 0.12], [0.46, 0.08, -0.17], [-0.05, -0.04, 0.00], [0.01, 0.00, -0.01], [-0.01, -0.04, 0.02], [0.01, 0.01, -0.02], [-0.04, -0.03, 0.02], [0.01, 0.01, 0.00], [0.04, -0.01, -0.03], [0.05, 0.00, -0.01], [0.01, 0.01, 0.01], [0.03, 0.43, 0.17], [0.05, -0.03, -0.05], [0.02, 0.03, -0.01], [-0.27, -1.29, -0.52], [0.03, 0.48, 0.09], [0.10, 0.03, -0.01], [-0.08, 0.06, -0.04], [-0.02, 0.00, 0.01], [-0.10, 0.07, -0.01], [0.07, -0.09, 0.07], [-0.01, 0.00, -0.01], [0.01, 0.01, 0.00], [-0.01, 0.00, 0.00], [0.03, 0.00, 0.02], [-0.02, 0.00, -0.02], [0.02, 0.23, 0.23], [-0.03, -0.01, 0.03], [0.01, -0.01, 0.00], [0.01, -0.01, 0.00], [0.01, -0.02, -0.01], [-0.02, 0.01, -0.01]], "mulliken_charge": [1.321, -0.921, -0.530, 0.498, -0.257, 1.428, -0.878, -0.975, -0.692, -0.369, -0.163, -0.067, -0.270, -0.158, -1.080, -0.779, 1.842, -0.926, -0.599, -0.525, -0.575, 0.292, 0.462, 0.559, 0.335, 0.339, 0.331, 0.481, 0.514, 0.319, 0.325, 0.352, 0.376, 0.368, -0.894, 0.240, -0.512, -0.431, 0.373, -0.120, -0.373, 0.205, -0.526, -0.602, -0.534, -0.525, 0.020, 0.315, 0.327, 0.291, 0.422, 0.418, 0.445, 0.387, 0.470, 0.578, -0.853, -0.463, -0.707, 1.033, -0.977, -0.959, 1.317, -0.862, -0.788, -1.000, -0.140, -0.877, 0.706, 0.510, 0.374, 0.371, 0.370, 0.499, 1.087, -0.475, -0.552, -0.467, -0.224, 0.019, -0.514, -0.325, 0.343, -0.574, -0.491, -0.463, -0.400, -0.346, 0.322, 0.430, 0.539, 0.374, 0.358, -0.333, 0.387, 0.376, 0.328, 0.353, 0.340]}